(1)
8 unconnected molecules or ions with the total composition C27H64N8O7 at a distorted geometry, computed with ωB97M-V/def2-TZVPD.

```
106
Properties=species:S:1:pos:R:3:forces:R:3
C 2.407 -1.255 -1.275 -0.23 0.07 -0.56
C 3.930 -1.213 -1.359 -0.23 -0.23 0.29
N 4.470 -1.245 -2.705 0.15 -0.06 0.13
C 3.963 -0.194 -3.582 -0.43 0.03 -0.06
C 3.867 1.209 -2.971 0.54 -0.20 0.01
C 5.929 -1.276 -2.693 -0.24 -0.24 -0.78
C 6.500 -2.541 -2.078 0.38 0.52 0.75
H 2.088 -0.857 -0.312 -0.12 -0.11 0.01
H 1.972 -2.244 -1.440 0.27 -0.13 0.23
H 1.950 -0.654 -2.066 0.03 0.25 0.21
H 4.270 -0.339 -0.775 0.12 0.05 -0.18
H 4.318 -2.088 -0.840 0.03 0.03 0.10
H 4.578 -0.166 -4.481 0.11 -0.06 0.08
H 2.974 -0.503 -3.928 0.00 0.11 -0.04
H 4.720 1.401 -2.313 -0.01 0.00 -0.03
H 3.904 1.957 -3.760 -0.29 0.07 0.04
H 2.962 1.311 -2.372 -0.05 0.20 -0.06
H 6.355 -0.354 -2.269 0.12 -0.12 0.21
H 6.218 -1.309 -3.749 0.09 0.23 0.08
H 7.584 -2.542 -2.212 -0.07 -0.21 -0.31
H 6.033 -3.416 -2.520 0.09 -0.11 -0.04
H 6.386 -2.569 -0.991 -0.24 -0.09 -0.07
C -0.058 3.959 -0.615 1.45 -0.59 0.47
N -0.975 4.704 -1.429 0.06 0.43 -0.14
C -1.967 4.120 -2.148 -0.18 -0.44 0.69
C -3.128 4.994 -2.544 0.22 -0.08 -0.39
O -1.977 2.914 -2.356 0.22 0.09 -0.16
H -0.435 3.677 0.370 -0.33 -0.06 -0.15
H 0.892 4.468 -0.424 -0.37 0.63 -0.11
H 0.329 3.061 -1.096 -0.58 -0.15 -0.13
H -0.988 5.703 -1.316 -0.13 -0.02 0.06
H -3.022 5.325 -3.578 0.03 0.05 0.01
H -3.233 5.857 -1.892 -0.10 0.03 -0.02
H -4.000 4.347 -2.503 -0.14 0.16 0.06
C -0.403 -3.568 5.418 -0.05 0.16 0.22
N -1.162 -4.073 6.547 -0.02 -0.22 -0.14
C -2.509 -3.988 6.625 -0.07 0.65 0.32
C -3.157 -4.696 7.788 0.13 -0.69 -0.21
O -3.170 -3.317 5.840 -0.01 -0.43 -0.29
H -0.137 -4.367 4.725 0.08 0.00 0.00
H 0.495 -3.081 5.794 0.08 -0.01 -0.16
H -1.011 -2.835 4.895 -0.02 0.01 0.01
H -0.663 -4.557 7.273 -0.07 -0.10 -0.02
H -2.477 -4.872 8.621 -0.08 0.34 0.11
H -3.453 -5.702 7.469 -0.07 0.14 -0.15
H -4.061 -4.167 8.067 0.07 0.10 0.20
C 1.472 4.486 -3.794 0.11 0.17 1.01
N 0.961 3.141 -3.721 -0.37 -0.28 0.14
C 1.179 2.142 -4.614 0.10 0.40 -0.46
C 0.360 0.908 -4.377 0.13 -0.62 -0.36
O 1.938 2.232 -5.565 0.14 0.11 0.22
H 0.784 5.165 -4.300 0.28 0.00 -0.43
H 2.498 4.527 -4.147 -0.17 -0.12 -0.58
H 1.539 4.846 -2.762 -0.07 0.05 -0.07
H 0.135 3.018 -3.152 0.04 -0.06 0.03
H 0.933 0.052 -4.735 0.07 0.04 0.09
H -0.511 0.949 -5.033 -0.19 0.09 0.26
H 0.078 0.742 -3.340 -0.20 0.14 -0.01
C -5.474 -0.843 -1.791 -0.04 -0.01 -0.81
N -4.158 -1.438 -1.866 -0.21 0.24 0.78
C -3.528 -1.692 -3.033 0.25 0.46 -0.36
C -2.136 -2.277 -2.915 -0.02 -0.02 -0.27
O -4.019 -1.402 -4.114 -0.04 -0.32 0.09
H -5.512 -0.100 -0.998 -0.09 -0.16 0.20
H -6.240 -1.614 -1.689 -0.09 0.13 0.30
H -5.681 -0.331 -2.731 0.10 -0.01 0.01
H -3.708 -1.586 -0.976 0.25 -0.43 -0.19
H -1.656 -1.991 -1.984 0.03 -0.15 0.06
H -1.554 -1.919 -3.762 0.01 0.12 0.05
H -2.158 -3.364 -3.006 -0.14 -0.01 0.17
C -1.583 0.135 3.294 0.06 -0.34 -0.08
N -1.577 -0.077 1.864 -0.49 0.18 -0.14
C -0.744 0.548 1.020 0.60 -0.10 -0.01
C -0.918 0.193 -0.438 -0.13 0.01 0.45
O 0.155 1.294 1.415 -0.21 0.02 -0.04
H -2.554 -0.177 3.672 0.02 0.02 0.12
H -1.417 1.181 3.536 0.07 0.04 -0.02
H -0.810 -0.479 3.763 0.02 0.16 0.18
H -2.262 -0.706 1.469 0.08 -0.11 -0.01
H -1.972 0.072 -0.688 0.02 0.13 -0.13
H -0.430 -0.769 -0.603 0.15 0.09 -0.12
H -0.467 0.979 -1.032 -0.04 -0.09 -0.20
C -4.892 -1.972 2.747 -0.63 -0.38 0.10
N -3.899 -3.016 2.869 -0.07 -0.18 -0.02
C -3.049 -3.317 1.880 0.11 -0.17 -0.16
C -2.203 -4.564 2.056 -0.17 0.45 0.50
O -2.947 -2.620 0.871 -0.06 0.16 -0.14
H -4.501 -1.092 2.247 0.13 0.10 0.17
H -5.275 -1.762 3.744 0.23 0.32 0.00
H -5.759 -2.316 2.172 0.17 0.01 -0.13
H -3.927 -3.600 3.690 0.13 0.14 0.10
H -2.709 -5.428 1.631 0.07 0.05 -0.28
H -2.049 -4.782 3.116 0.06 0.05 -0.04
H -1.252 -4.360 1.574 0.04 -0.30 -0.10
C 4.101 2.420 0.719 -0.39 -0.33 0.30
N 2.929 2.720 1.530 -0.16 -0.04 -0.72
C 2.893 3.685 2.469 0.33 -0.56 0.74
C 1.583 3.829 3.212 -0.33 0.96 -0.50
O 3.877 4.337 2.782 -0.01 0.29 -0.22
H 4.647 1.586 1.168 0.23 0.14 -0.04
H 4.748 3.285 0.624 0.00 0.08 0.11
H 3.767 2.094 -0.264 0.02 0.09 -0.07
H 2.088 2.197 1.330 -0.14 0.01 0.14
H 1.030 4.665 2.757 0.08 -0.15 -0.06
H 1.801 4.183 4.216 0.01 -0.37 0.16
H 0.924 2.966 3.157 0.18 -0.17 0.16
```
Forces are in eV/Å.

SMILES string   CCN(CC)CC.CNC(C)=O.CNC(C)=O.CNC(C)=O.CNC(C)=O.CNC(C)=O.CNC(C)=O.CNC(C)=O
Strongest force on any atom   1.64 eV/Å
Lowest unoccupied orbital energy   0.1844 eV

---

(2)
2 unconnected molecules or ions with the total composition C29H36N3 at a distorted geometry, computed with ωB97M-V/def2-TZVPD.

```
68
Properties=species:S:1:pos:R:3:forces:R:3
C -1.656 6.984 -2.478 -0.02 -0.35 0.32
N -0.513 6.118 -2.731 -0.06 0.51 -0.94
C 0.767 6.826 -2.619 -0.13 -0.42 0.26
C -0.596 4.780 -2.285 0.35 -0.56 0.17
C -0.662 3.725 -3.232 0.00 0.73 0.27
C -0.547 2.414 -2.811 0.18 -0.27 0.56
C -0.382 2.096 -1.429 -0.79 0.96 -0.35
C 0.007 0.749 -1.081 0.28 -0.54 -1.18
C 0.474 0.422 0.209 0.99 -0.97 0.71
C 0.867 -0.867 0.534 -0.24 1.22 -0.51
C 1.082 -1.355 1.860 0.20 -0.38 1.25
C 1.440 -2.714 2.095 0.04 0.80 -0.37
C 1.743 -3.155 3.365 -0.05 0.44 0.93
C 1.626 -2.265 4.471 0.10 0.48 -0.65
N 1.908 -2.715 5.764 0.14 -0.96 0.29
C 3.229 -2.571 6.359 -0.15 0.11 -0.37
C 0.857 -2.743 6.761 0.10 0.28 -0.26
C 1.206 -0.928 4.262 0.07 -0.54 -0.04
C 0.925 -0.496 2.979 0.02 -0.03 -0.22
C -0.518 3.156 -0.479 0.12 -0.47 -0.32
C -0.571 4.474 -0.910 -0.13 -0.01 -0.27
H -2.577 6.429 -2.705 0.19 0.33 0.07
H -1.682 7.319 -1.424 -0.18 0.06 -0.20
H -1.581 7.869 -3.125 -0.11 -0.28 0.17
H 1.576 6.176 -2.986 -0.22 0.33 0.12
H 0.700 7.732 -3.241 0.15 -0.37 0.18
H 0.994 7.138 -1.577 -0.02 -0.11 -0.35
H -0.768 3.994 -4.290 0.11 -0.18 0.49
H -0.553 1.601 -3.548 0.12 0.33 0.30
H 0.313 0.147 -1.947 0.26 0.41 0.58
H 0.566 1.238 0.932 -0.43 -0.53 -0.11
H 1.020 -1.588 -0.276 -0.27 0.09 0.11
H 1.476 -3.403 1.253 0.12 0.15 0.06
H 2.062 -4.186 3.560 -0.22 0.46 -0.08
H 3.996 -2.672 5.578 -0.13 0.00 0.36
H 3.345 -1.594 6.869 0.09 -0.24 -0.16
H 3.329 -3.367 7.111 0.26 0.25 -0.24
H -0.100 -3.026 6.300 0.27 0.07 0.23
H 1.176 -3.508 7.481 -0.46 0.24 0.08
H 0.756 -1.766 7.267 -0.17 -0.29 0.10
H 1.132 -0.248 5.124 -0.05 -0.40 -0.49
H 0.571 0.527 2.826 0.22 -0.36 0.09
H -0.565 2.950 0.596 0.20 0.03 -0.47
H -0.583 5.310 -0.201 -0.03 -0.44 -0.18
C 1.964 -4.151 -2.090 -0.28 0.26 0.10
C 2.005 -3.076 -2.986 -0.30 -0.14 -0.26
C 0.853 -2.310 -3.222 -0.19 -0.08 0.68
C -0.337 -2.588 -2.524 -0.07 -0.18 0.03
C -1.510 -1.609 -2.543 0.07 0.59 0.14
C -2.939 -2.151 -2.669 0.05 -0.25 0.00
C -3.826 -1.271 -1.768 -0.32 0.42 -0.13
C -2.884 -0.508 -0.813 0.29 0.08 0.04
N -1.489 -0.821 -1.264 -0.14 -0.88 1.62
C -0.390 -3.691 -1.646 0.69 0.34 0.15
C 0.783 -4.413 -1.374 -0.33 0.01 -0.54
H 2.834 -4.801 -1.969 -0.24 0.38 0.13
H 2.925 -2.835 -3.528 -0.37 -0.20 0.21
H 0.877 -1.461 -3.913 0.07 -0.30 0.22
H -1.371 -0.862 -3.339 0.17 -0.21 0.02
H -3.219 -2.117 -3.726 -0.18 -0.09 0.24
H -2.998 -3.192 -2.345 0.09 0.06 -0.06
H -4.385 -0.530 -2.357 0.05 -0.34 0.08
H -4.556 -1.872 -1.208 0.23 0.22 -0.26
H -3.004 0.588 -0.875 -0.13 -0.41 -0.04
H -3.053 -0.790 0.248 0.38 0.10 -0.65
H -1.000 -1.387 -0.522 -0.82 0.76 -1.12
H -1.323 -3.950 -1.125 0.49 0.21 -0.19
H 0.753 -5.202 -0.620 0.04 0.07 -0.37
```
Forces are in eV/Å.

Strongest force on any atom   1.85 eV/Å
Lowest unoccupied orbital energy   -4.3550 eV
Net charge   +1

---

(3)
A single C4H12N2O molecule at a distorted geometry, computed with ωB97M-V/def2-TZVPD.

```
19
Properties=species:S:1:pos:R:3:forces:R:3
N -2.490 -1.014 1.146 0.84 -0.13 0.31
C -2.204 0.129 0.288 -0.75 -0.96 0.31
C -1.394 -0.304 -0.933 0.23 0.84 0.49
N 0.043 -0.519 -0.754 -0.25 -0.78 0.25
C 0.755 0.399 0.120 -0.51 0.40 -0.14
C 2.247 0.080 0.034 -0.23 0.35 0.38
O 3.064 1.235 0.049 0.28 0.26 -0.12
H -2.292 -1.937 0.815 -0.09 -0.02 -0.25
H -3.193 -0.993 1.856 -0.18 0.29 -0.04
H -3.161 0.545 -0.056 0.29 0.30 -0.10
H -1.645 0.875 0.849 -0.15 0.32 -0.02
H -1.544 0.498 -1.665 0.10 -0.39 -0.25
H -1.784 -1.260 -1.260 -0.33 0.01 -0.58
H 0.137 -1.418 -0.279 0.01 -0.05 -0.41
H 0.344 0.302 1.134 0.45 0.27 0.11
H 0.580 1.436 -0.201 0.09 -0.20 -0.03
H 2.396 -0.527 -0.858 0.17 -0.06 -0.02
H 2.541 -0.466 0.924 0.15 -0.33 -0.01
H 3.103 1.629 -0.830 -0.13 -0.13 0.11
```
Forces are in eV/Å.

SMILES string   NCCNCCO
Strongest force on any atom   1.26 eV/Å
Lowest unoccupied orbital energy   1.0163 eV

---

(4)
4 unconnected molecules or ions with the total composition C5H17O4 at a distorted geometry, computed with ωB97M-V/def2-TZVPD.

```
26
Properties=species:S:1:pos:R:3:forces:R:3
C -0.550 -1.851 -0.889 -0.09 0.03 -0.30
O -1.765 -1.154 -0.908 0.86 0.41 0.67
C 0.627 -1.115 -1.551 -0.95 0.38 -0.08
C 1.220 -0.013 -0.673 1.68 -0.74 -1.22
C 2.546 0.491 -1.293 -0.51 0.05 -1.60
C 3.822 -0.079 -0.703 0.16 -0.07 0.00
H -0.293 -2.074 0.160 0.12 -0.16 -0.16
H -0.654 -2.795 -1.439 -0.15 -0.23 0.07
H 0.236 -0.624 -2.456 -0.01 -0.20 0.00
H 1.347 -1.862 -1.912 0.33 0.18 0.36
H 1.540 -0.480 0.254 -0.76 0.48 0.68
H 0.545 0.831 -0.630 -0.32 -0.30 0.72
H 2.505 1.580 -1.426 0.54 0.06 0.78
H 2.564 0.219 -2.360 -0.22 -0.32 0.07
H 4.609 -0.154 -1.442 0.36 0.49 -0.28
H 3.726 -1.134 -0.419 -0.45 0.24 0.37
H 4.180 0.520 0.130 0.09 -0.20 0.27
H -0.369 2.325 0.813 -0.01 -0.31 0.26
H -0.785 1.868 2.209 -0.01 -0.47 0.05
O -0.080 1.787 1.564 0.57 0.83 -0.22
H -2.215 -0.945 2.270 -0.05 -0.25 -0.09
H -1.820 -0.796 0.105 -0.79 -0.67 -0.66
O -2.037 -0.491 1.449 0.21 0.93 0.07
H -2.528 1.064 1.601 -1.00 -0.73 0.50
H -2.374 2.480 2.137 -0.48 0.55 0.12
O -3.079 1.847 1.982 0.87 0.02 -0.38
```
Forces are in eV/Å.

Strongest force on any atom   2.21 eV/Å
Lowest unoccupied orbital energy   3.5022 eV
Net charge   -1